Entry from OMol25: C6H7NO in the gas phase in a non-equilibrium geometry (ωB97M-V/def2-TZVPD).

- 2S+1 = 1
- SMILES = c1nc2c(o1)CCC2
- E_LUMO (eV) = 1.0
- orbital gap (eV) = 10.12
- strongest force on any atom (eV/Å) = 5.6
- energy (eV) = -9871.400
- highest occupied orbital energy (hartree) = -0.3340

The geometry in XYZ format:
```
15
C6H7NO, DFT ωB97M-V/def2-TZVPD
C 0.669 -0.500 1.949
C 1.433 -0.949 0.522
C 0.567 -0.200 -0.372
C -0.643 0.513 -1.883
C -0.452 0.328 0.169
C -0.790 0.142 1.580
H 1.334 0.169 2.379
H 0.675 -1.274 2.676
H 2.570 -0.642 0.392
H 1.478 -1.980 0.396
H -1.131 0.815 -2.817
H -1.682 -0.514 1.751
H -0.914 1.081 2.129
N 0.458 -0.120 -1.773
O -1.279 0.898 -0.785
```

---

Entry from OMol25: a molecular structure, C11H40Cl2Mn2O17S in a non-equilibrium geometry (ωB97M-V/def2-TZVPD).

- 2S+1 = 11
- total charge = -2
- ⟨S²⟩ = 30.0080
- E_LUMO (alpha / beta) (eV) = 4.4 / 4.4
- orbital gap (alpha / beta) (eV) = 8.29 / 8.70
- strongest force on any atom (eV/Å) = 4.0
- energy (eV) = -145390.777
- highest occupied orbital energy (alpha / beta) (hartree) = -0.1416 / -0.1580

The geometry in XYZ format:
```
73
C11H40Cl2Mn2O17S, DFT ωB97M-V/def2-TZVPD
Mn -1.998 -0.655 4.182
Mn 1.513 0.632 0.139
C -1.044 -0.033 1.906
O -0.634 0.343 0.725
O -1.582 -1.258 2.246
O -1.040 0.793 2.936
S 4.025 1.723 -0.323
O 4.036 3.174 -0.383
O 2.926 1.186 -1.279
O 5.302 1.109 -0.604
O 3.421 1.304 1.016
Cl -4.137 -0.552 4.678
Cl -0.686 -2.301 5.336
C 2.948 -1.404 -3.322
O 1.881 -2.258 -2.853
H 3.631 -1.253 -2.454
H 3.492 -1.843 -4.153
H 2.602 -0.380 -3.639
H 1.216 -1.742 -2.399
C -3.511 2.517 2.029
O -2.530 3.484 1.648
H -4.182 2.344 1.133
H -3.126 1.586 2.434
H -4.077 2.858 2.916
H -1.856 3.477 2.340
C 0.193 -4.919 1.888
O 0.858 -3.635 1.957
H -0.886 -4.743 1.937
H 0.571 -5.368 0.996
H 0.348 -5.555 2.813
H 0.560 -3.200 2.800
C 3.141 -1.925 1.087
O 1.914 -1.396 0.581
H 3.943 -1.248 0.807
H 2.953 -2.051 2.182
H 3.152 -2.917 0.655
H 1.157 -2.001 0.577
C -1.065 -4.912 -2.299
O -0.613 -5.104 -0.983
H -0.450 -4.184 -2.830
H -0.901 -5.838 -2.890
H -2.064 -4.483 -2.231
H -0.868 -4.343 -0.454
C 1.290 3.476 1.477
O 0.596 2.604 0.651
H 0.846 4.507 1.543
H 1.513 3.193 2.496
H 2.290 3.672 1.063
H -0.247 2.271 1.077
C -3.454 -2.884 0.290
O -2.084 -2.628 -0.051
H -3.655 -3.951 0.379
H -3.523 -2.521 1.352
H -4.075 -2.396 -0.384
H -1.682 -2.220 0.723
C -0.172 1.192 -2.821
O 0.023 -0.091 -2.138
H -0.212 1.980 -2.028
H 0.775 1.436 -3.393
H -1.111 1.288 -3.382
H -0.590 -0.120 -1.391
C -2.987 2.036 -1.187
O -2.848 3.479 -1.063
H -2.419 1.489 -0.406
H -4.043 1.831 -0.887
H -2.828 1.813 -2.223
H -2.406 3.639 -0.197
C 1.807 5.552 -1.656
O 2.639 4.757 -2.514
H 1.164 6.185 -2.242
H 1.211 4.929 -0.996
H 2.389 6.254 -0.995
H 3.260 4.205 -1.946
```

---

Entry from OMol25: C2H4 in the gas phase in a non-equilibrium geometry (ωB97M-V/def2-TZVPD).

- 2S+1 = 1
- SMILES = C=C
- E_LUMO (eV) = 1.4
- orbital gap (eV) = 11.73
- strongest force on any atom (eV/Å) = 2.3
- energy (eV) = -2137.517
- highest occupied orbital energy (hartree) = -0.3788

The geometry in XYZ format:
```
6
C2H4, DFT ωB97M-V/def2-TZVPD
C -0.629 -0.030 -0.074
C 0.683 0.013 -0.085
H -1.362 -0.900 0.061
H -1.178 0.879 0.007
H 1.319 0.975 0.049
H 1.166 -0.937 0.043
```

---

Entry from OMol25: 7 unconnected molecules or ions with the total composition C5H26N2O6 in a non-equilibrium geometry (ωB97M-V/def2-TZVPD).

- 2S+1 = 1
- SMILES = CCNC[C@H](C)N.O.O.O.O.O.O
- E_LUMO (eV) = 0.3
- orbital gap (eV) = 8.53
- strongest force on any atom (eV/Å) = 3.9
- energy (eV) = -20869.343
- highest occupied orbital energy (hartree) = -0.3027

The geometry in XYZ format:
```
39
C5H26N2O6, DFT ωB97M-V/def2-TZVPD
N -0.013 0.229 1.851
C 1.266 0.555 1.162
C 2.238 0.831 2.382
C 1.846 -0.589 0.319
N 1.887 -0.153 -1.129
C 0.587 0.033 -1.858
C -0.637 -0.510 -1.218
H -0.889 0.331 1.388
H -0.039 -0.420 2.605
H 1.044 1.492 0.609
H 2.384 -0.176 2.776
H 1.770 1.462 3.148
H 3.183 1.326 2.192
H 2.785 -1.011 0.623
H 1.192 -1.498 0.300
H 2.606 -0.687 -1.605
H 0.638 -0.430 -2.883
H 0.594 1.144 -2.019
H -0.653 -1.619 -1.125
H -0.819 -0.177 -0.239
H -1.528 -0.391 -1.817
H 0.621 -3.632 -1.030
H -0.533 -3.442 -0.212
O -0.146 -4.153 -0.745
H -3.689 -1.153 1.924
H -2.606 -2.227 2.333
O -2.791 -1.293 2.235
H -0.874 2.919 0.831
H -2.089 2.676 1.659
O -1.797 2.634 0.741
H 2.803 2.609 -0.986
H 3.188 1.768 0.181
O 2.595 2.491 -0.046
H -1.298 0.977 -4.229
H -1.354 1.876 -3.191
O -1.292 0.904 -3.250
H -2.841 -0.606 -0.178
H -3.615 -1.128 -1.231
O -3.726 -0.962 -0.268
```

---

Q: Which value of 2S+1 does entry 1 give?
A: 1

---

Q: Among the records above, which one has the highest energy?
A: C2H4

---

Q: Which formula does entry 4 have?
A: C5H26N2O6